ORCA calculation (wB97M-V/def2-TZVPD) on a cluster of 2 separate species, C3H8S in total.

Bonds (Å) are listed after each position.
Element x y z (Å)
1 C 0.316 0.926 0.941  C2 1.543, H5 1.096, H6 1.092, H7 1.091
2 C 0.063 0.570 -0.540  C1 1.543, C4 1.532, H8 1.090, H9 1.092
3 S -2.090 -1.859 0.800  no bonds
4 C 0.201 -0.933 -0.799  C2 1.532, H10 1.085, H11 1.112, H12 1.093
5 H -0.559 0.713 1.566  C1 1.096
6 H 0.505 1.997 1.042  C1 1.092
7 H 1.107 0.390 1.468  C1 1.091
8 H 0.729 1.217 -1.111  C2 1.090
9 H -0.973 0.830 -0.770  C2 1.092
10 H 1.029 -1.382 -0.261  C4 1.085
11 H -0.732 -1.439 -0.468  C4 1.112
12 H 0.402 -1.029 -1.869  C4 1.093

## Properties
Kohn-Sham gap: 6.59 eV
LUMO: -2.964 eV
Molar mass: 76.16 g mol⁻¹
Energy relative to the best compared isomer or geometry (same formula, charge and spin): 3.698 eV
E: -14072.2231 eV
Net charge: 0
Max |F|: 2.1 eV Å⁻¹

Results of the Löwdin charge analysis, in e, for atoms 1 through 4: number 1, C, carries -0.139; number 2, C, carries -0.304; number 3, S, carries 0.192; number 4, C, carries -0.138


ORCA calculation (wB97M-V/def2-TZVPD) on a cluster of 2 separate species, C24H29N3O5 in total.

Bonds (Å) are listed after each position.
Element x y z (Å)
1 C -4.809 -2.344 2.965  C2 1.600, H59 1.134, H60 1.151, H61 1.061
2 C -4.896 -2.136 1.381  C1 1.600, C3 1.628, H57 1.077, H58 1.304
3 C -4.522 -0.614 0.942  C2 1.628, C4 1.528, H55 1.085, H56 1.291
4 C -4.770 -0.529 -0.563  C3 1.528, C5 1.431, H53 1.160, H54 1.064
5 C -4.471 0.756 -1.117  C4 1.431, N6 1.461, H51 1.299, H52 1.040
6 N -3.160 1.182 -0.635  C5 1.461, C7 1.452, C16 1.312
7 C -2.938 1.893 0.611  N6 1.452, O8 1.079, N9 1.417
8 O -3.737 2.475 1.045  C7 1.079
9 N -1.576 2.284 0.613  C7 1.417, C10 1.424, H50 1.144
10 C -0.435 1.782 -0.076  N9 1.424, C11 1.375, C15 1.495
11 C 0.788 2.271 0.317  C10 1.375, C12 1.463, H49 0.946
12 C 1.773 1.710 -0.609  C11 1.463, C13 1.538, C20 1.634
13 C 1.608 0.776 -1.820  C12 1.538, C14 1.321, H19 1.072
14 C 0.303 0.796 -2.029  C13 1.321, C15 1.300, H18 1.135
15 C -0.771 1.105 -1.366  C10 1.495, C14 1.300, C16 1.491
16 C -2.221 0.767 -1.451  N6 1.312, C15 1.491, O17 1.322
17 O -2.439 -0.002 -2.504  C16 1.322
18 H -0.005 0.127 -2.893  C14 1.135
19 H 2.517 0.750 -2.387  C13 1.072
20 C 3.294 1.717 -0.010  C12 1.634, O21 1.356, N22 1.390
21 O 4.163 1.628 -1.046  C20 1.356
22 N 3.452 1.813 1.368  C20 1.390, H23 0.858, C24 1.517
23 H 2.770 1.734 1.882  N22 0.858
24 C 4.731 1.197 1.903  N22 1.517, H26 1.023, C27 1.709
25 H 5.494 1.285 0.652  no bonds
26 H 5.283 1.811 2.506  C24 1.023
27 C 4.541 -0.461 2.269  C24 1.709, C28 1.374, H47 1.111, H48 1.186
28 C 3.658 -0.838 1.286  C27 1.374, C29 1.328, C33 1.408
29 C 4.020 -1.598 0.259  C28 1.328, C30 1.344, H46 1.336
30 C 3.258 -2.115 -0.720  C29 1.344, C31 1.415, H45 1.129
31 C 1.858 -1.921 -0.659  C30 1.415, C32 1.311, O40 1.362
32 C 1.318 -1.526 0.468  C31 1.311, C33 1.553, O35 1.404
33 C 2.280 -0.961 1.549  C28 1.408, C32 1.553, H34 1.016
34 H 1.807 -0.723 2.415  C33 1.016
35 O 0.003 -1.426 0.951  C32 1.404, C36 1.212
36 C -0.924 -1.927 0.353  O35 1.212, H37 0.995, H38 0.840, H39 1.235
37 H -1.824 -2.008 0.770  C36 0.995
38 H -1.181 -1.753 -0.427  C36 0.840
39 H -0.709 -3.141 0.290  C36 1.235
40 O 0.831 -2.332 -1.452  C31 1.362, C41 1.505
41 C 1.506 -2.969 -2.637  O40 1.505, H42 1.223, H43 0.974, H44 1.057
42 H 0.398 -3.031 -3.149  C41 1.223
43 H 1.928 -3.846 -2.679  C41 0.974
44 H 1.965 -2.255 -3.266  C41 1.057
45 H 3.525 -2.433 -1.770  C30 1.129
46 H 5.317 -1.649 -0.062  C29 1.336
47 H 4.143 -0.319 3.296  C27 1.111
48 H 5.615 -0.943 2.415  C27 1.186
49 H 1.071 2.721 1.099  C11 0.946
50 H -1.467 2.856 1.598  N9 1.144
51 H -5.089 1.697 -0.470  C5 1.299
52 H -4.625 1.083 -2.093  C5 1.040
53 H -3.982 -1.125 -1.172  C4 1.160
54 H -5.786 -0.793 -0.739  C4 1.064
55 H -3.533 -0.569 1.386  C3 1.085
56 H -5.276 0.104 1.705  C3 1.291
57 H -4.454 -2.899 0.762  C2 1.077
58 H -6.172 -2.314 1.173  C2 1.304
59 H -5.449 -1.555 3.468  C1 1.134
60 H -4.988 -3.371 3.452  C1 1.151
61 H -3.757 -2.252 3.075  C1 1.061

## Properties
Kohn-Sham gap: 7.96 eV
LUMO: -0.158 eV
Molar mass: 439.51 g mol⁻¹
Energy relative to the best compared isomer or geometry (same formula, charge and spin): 21.071 eV
E: -40047.6127 eV
Net charge: 0
Max |F|: 18.5 eV Å⁻¹

Results of the Löwdin charge analysis, in e, for atoms 1 through 4: number 1, C, carries -0.134; number 2, C, carries -0.260; number 3, C, carries -0.202; number 4, C, carries -0.219


ORCA calculation (wB97M-V/def2-TZVPD) on a cluster of 5 separate species, C26H48Br2FNO5 in total.

Bonds (Å) are listed after each position.
Element x y z (Å)
1 C -3.218 0.974 0.442  C2 1.657, H16 1.187, H17 1.193, H18 1.186
2 C -2.110 2.100 0.944  C1 1.657, Br3 2.034, C4 1.639, H19 1.194
3 Br -1.444 1.754 2.835  C2 2.034
4 C -0.906 2.382 -0.131  C2 1.639, Br5 2.011, C6 1.639, H20 1.194
5 Br 0.052 4.037 0.492  C4 2.011
6 C 0.071 1.101 -0.436  C4 1.639, N7 1.543, C11 1.639, H21 1.194
7 N -0.189 -0.200 0.351  C6 1.543, C8 1.513, H22 1.064
8 C 0.939 -1.207 0.325  N7 1.513, O9 1.335, C10 1.640
9 O 1.021 -2.467 0.761  C8 1.335
10 C 2.111 -0.374 -0.463  C8 1.640, C11 1.673, H23 1.190, H24 1.194
11 C 1.695 1.232 -0.256  C6 1.639, C10 1.673, C12 1.639, H25 1.193
12 C 2.571 2.178 -1.268  C11 1.639, C13 1.639, H26 1.170, H27 1.194
13 C 2.767 1.584 -2.783  C12 1.639, C14 1.647, H28 1.191, H29 1.194
14 C 1.366 1.445 -3.637  C13 1.647, F15 1.482, H30 1.181, H31 1.187
15 F 0.449 2.558 -3.297  C14 1.482
16 H -4.338 1.315 0.633  C1 1.187
17 H -3.047 0.030 1.152  C1 1.193
18 H -3.041 0.624 -0.677  C1 1.186
19 H -2.723 3.121 1.030  C2 1.194
20 H -1.426 2.677 -1.164  C4 1.194
21 H -0.319 0.761 -1.512  C6 1.194
22 H -0.897 -0.696 -0.270  N7 1.064
23 H 3.220 -0.457 -0.039  C10 1.190
24 H 2.007 -0.814 -1.568  C10 1.194
25 H 1.980 1.451 0.882  C11 1.193
26 H 2.198 3.283 -1.370  C12 1.170
27 H 3.664 2.248 -0.794  C12 1.194
28 H 3.341 0.540 -2.794  C13 1.191
29 H 3.465 2.321 -3.411  C13 1.194
30 H 1.562 1.383 -4.800  C14 1.181
31 H 0.901 0.395 -3.337  C14 1.187
32 C 1.611 -4.883 4.367  C33 1.507, C36 1.513, H37 1.093, H38 1.097
33 C 2.129 -3.663 3.651  C32 1.507, C34 1.513, H39 1.096, H40 1.093
34 C 2.302 -2.679 4.788  C33 1.513, O35 1.434, H41 1.095, H42 1.094
35 O 2.613 -3.446 5.959  C34 1.434, C36 1.434
36 C 2.371 -4.831 5.674  C32 1.513, O35 1.434, H43 1.095, H44 1.093
37 H 1.770 -5.815 3.818  C32 1.093
38 H 0.536 -4.775 4.555  C32 1.097
39 H 3.103 -3.884 3.198  C33 1.096
40 H 1.462 -3.296 2.867  C33 1.093
41 H 1.374 -2.131 4.983  C34 1.095
42 H 3.101 -1.956 4.598  C34 1.094
43 H 3.343 -5.328 5.588  C36 1.095
44 H 1.818 -5.286 6.500  C36 1.093
45 C 0.600 -1.853 -8.075  C46 1.507, C49 1.513, H50 1.093, H51 1.097
46 C 1.119 -0.632 -8.791  C45 1.507, C47 1.513, H52 1.096, H53 1.093
47 C 1.291 0.352 -7.654  C46 1.513, O48 1.434, H54 1.095, H55 1.094
48 O 1.602 -0.415 -6.483  C47 1.434, C49 1.434
49 C 1.360 -1.800 -6.768  C45 1.513, O48 1.434, H56 1.095, H57 1.093
50 H 0.759 -2.784 -8.623  C45 1.093
51 H -0.475 -1.744 -7.887  C45 1.097
52 H 2.092 -0.854 -9.244  C46 1.096
53 H 0.451 -0.265 -9.575  C46 1.093
54 H 0.363 0.900 -7.459  C47 1.095
55 H 2.090 1.075 -7.844  C47 1.094
56 H 2.332 -2.298 -6.854  C49 1.095
57 H 0.807 -2.255 -5.942  C49 1.093
58 C -7.215 -2.313 0.527  C59 1.507, C62 1.513, H63 1.093, H64 1.097
59 C -7.920 -1.743 1.731  C58 1.507, C60 1.513, H65 1.096, H66 1.093
60 C -7.119 -0.488 2.003  C59 1.513, O61 1.434, H67 1.095, H68 1.094
61 O -6.620 -0.031 0.738  C60 1.434, C62 1.434
62 C -6.831 -1.064 -0.235  C58 1.513, O61 1.434, H69 1.095, H70 1.093
63 H -7.833 -2.997 -0.060  C58 1.093
64 H -6.313 -2.850 0.844  C58 1.097
65 H -8.950 -1.478 1.467  C59 1.096
66 H -7.950 -2.423 2.586  C59 1.093
67 H -6.257 -0.698 2.645  C60 1.095
68 H -7.718 0.299 2.469  C60 1.094
69 H -7.640 -0.738 -0.897  C62 1.095
70 H -5.924 -1.198 -0.832  C62 1.093
71 C 3.172 4.620 4.321  C72 1.507, C75 1.513, H76 1.093, H77 1.097
72 C 3.757 3.311 4.783  C71 1.507, C73 1.513, H78 1.096, H79 1.093
73 C 2.875 2.303 4.079  C72 1.513, O74 1.434, H80 1.095, H81 1.094
74 O 2.446 2.911 2.853  C73 1.434, C75 1.434
75 C 2.779 4.306 2.894  C71 1.513, O74 1.434, H82 1.095, H83 1.093
76 H 3.864 5.462 4.397  C71 1.093
77 H 2.278 4.856 4.911  C71 1.097
78 H 4.789 3.219 4.424  C72 1.096
79 H 3.761 3.189 5.869  C72 1.093
80 H 1.982 2.076 4.670  C73 1.095
81 H 3.398 1.367 3.862  C73 1.094
82 H 3.616 4.470 2.207  C75 1.095
83 H 1.926 4.899 2.553  C75 1.093

## Properties
Kohn-Sham gap: 9.45 eV
LUMO: 0.399 eV
SMILES: C[C@@H](Br)[C@@H](Br)[C@@H]1NC(=O)C[C@H]1CCCF.C1CCOC1.C1CCOC1.C1CCOC1.C1CCOC1
Molar mass: 633.48 g mol⁻¹
E: -182263.6501 eV
Net charge: 0
Max |F|: 8.2 eV Å⁻¹

Results of the Löwdin charge analysis, in e, for atoms 1 through 4: number 1, C, carries -0.154; number 2, C, carries -0.720; number 3, Br, carries 0.559; number 4, C, carries -0.610